(1)
{"formula": "C17H24N6O3", "method": "ωB97M-V with the def2-TZVPD basis set", "e_homo_ev": -8.3, "smiles": "[H]/N=C(\\N)NCCC[C@H](NC(=O)[C@@H](N)Cc1c[nH]c2ccccc12)C(=O)O", "lumo_ev": 0.40, "species": ["H", "N", "C", "N", "N", "C", "C", "C", "C", "N", "C", "O", "C", "N", "C", "C", "C", "N", "C", "C", "C", "C", "C", "C", "C", "O", "O", "H", "H", "H", "H", "H", "H", "H", "H", "H", "H", "H", "H", "H", "H", "H", "H", "H", "H", "H", "H", "H", "H", "H"], "xyz": [[3.35481, -1.44021, 3.12492], [2.33291, -1.38026, 2.93642], [2.07516, -0.49416, 2.05593], [3.05826, 0.25716, 1.35809], [0.82586, -0.15934, 1.65168], [-0.26431, -0.46392, 2.55433], [-0.86794, -1.82905, 2.43413], [-1.25586, -2.12269, 0.95791], [-0.00542, -2.38590, 0.05720], [0.13768, -1.39374, -0.98116], [-0.81708, -1.15621, -1.91269], [-1.93671, -1.62924, -1.81497], [-0.40376, -0.20397, -2.98131], [-1.57786, 0.60795, -3.32302], [0.80828, 0.61843, -2.62584], [0.79896, 1.58651, -1.48090], [1.81201, 2.36326, -1.07125], [1.47929, 3.18679, 0.02215], [0.11222, 3.10314, 0.29556], [-0.70423, 3.77820, 1.20285], [-2.02295, 3.36300, 1.32827], [-2.44847, 2.22639, 0.58884], [-1.61360, 1.58771, -0.29823], [-0.33053, 2.07182, -0.51379], [-0.11874, -3.81536, -0.58171], [-0.49291, -4.75261, 0.01848], [0.16713, -3.91938, -1.86955], [3.94302, -0.26025, 1.36501], [2.77728, 0.62613, 0.47503], [0.60773, 0.74380, 1.26015], [0.06801, -0.14992, 3.56054], [-1.04765, 0.22315, 2.28705], [-0.15572, -2.62759, 2.81572], [-1.73352, -1.90518, 3.07730], [-1.82880, -1.32248, 0.53890], [-1.94712, -2.95846, 0.98560], [0.96523, -2.36336, 0.61027], [1.08641, -1.19539, -1.20823], [-0.10391, -0.86189, -3.83284], [-1.50255, 0.90540, -4.30506], [-2.30853, -0.05469, -3.25696], [1.06753, 1.16511, -3.57978], [1.63664, -0.10140, -2.53841], [2.88392, 2.37011, -1.31189], [1.98936, 3.93990, 0.42923], [-0.31865, 4.66399, 1.68611], [-2.71034, 3.88715, 1.99233], [-3.44545, 1.80784, 0.72785], [-1.96208, 0.69283, -0.81469], [-0.06303, -4.82911, -2.09562]], "forces_ev_per_angstrom": [[-1.0, 0.0, -0.3], [0.5, -0.1, 0.4], [1.4, 1.1, -1.0], [0.6, -1.2, 1.3], [-1.2, -0.2, 0.5], [-0.1, 0.7, 1.0], [1.2, -1.5, -0.3], [0.9, -0.5, 1.3], [-0.3, -1.0, -0.6], [0.0, -0.4, 0.1], [0.2, -0.5, 1.4], [-0.2, 0.0, -0.4], [-0.3, 0.2, -0.9], [1.4, 0.5, -0.8], [1.0, 0.5, -1.5], [-2.4, 1.3, 2.2], [1.7, 0.9, 1.3], [-1.1, 0.4, -0.1], [1.5, -0.9, -0.7], [-0.2, 0.2, -0.2], [0.3, -0.5, -0.5], [-0.3, 0.3, 0.6], [-0.5, -0.5, -0.4], [0.3, -1.8, -2.0], [-0.1, 2.2, 0.3], [-0.8, -2.1, 1.8], [0.6, 0.6, -1.1], [-0.5, 0.6, -0.3], [-0.1, 0.1, -0.5], [1.0, 0.1, -0.4], [-0.3, -0.7, 0.0], [-0.5, 0.5, -0.2], [-0.7, 0.9, -0.6], [-0.4, 0.1, 0.1], [-0.1, 0.7, -0.2], [0.3, -0.4, -0.3], [-1.0, -0.2, -0.1], [0.2, 0.4, -0.1], [0.0, 0.3, 0.4], [-0.1, -0.1, 0.6], [-1.5, -0.5, -0.1], [-0.2, -0.2, 1.0], [0.1, 0.4, 0.1], [-0.7, -0.1, -0.4], [0.8, 0.1, -0.3], [-0.1, 0.0, 0.3], [0.2, -0.2, -0.2], [0.2, 0.3, 0.1], [0.0, 0.5, 0.1], [0.1, -0.2, -0.1]], "lowdin_charge": [0.05, 0.12, -0.58, 0.12, 0.04, -0.22, -0.17, -0.10, -0.16, 0.11, -0.48, 0.08, -0.32, 0.08, -0.13, -0.12, -0.10, 0.07, -0.24, -0.03, -0.07, -0.09, -0.05, -0.12, -0.51, 0.14, 0.13, 0.09, 0.03, 0.11, 0.13, 0.10, 0.13, 0.10, 0.09, 0.11, 0.15, 0.12, 0.16, 0.10, 0.05, 0.14, 0.11, 0.13, 0.14, 0.10, 0.10, 0.11, 0.09, 0.13]}

=====

(2)
{"formula": "C2H10N2O3", "method": "ωB97M-V with the def2-TZVPD basis set", "e_homo_ev": -9.8, "smiles": "CNC(N)=O.O.O", "lumo_ev": 0.63, "species": ["C", "N", "C", "N", "O", "H", "H", "H", "H", "H", "H", "O", "H", "H", "O", "H", "H"], "xyz": [[-0.25609, 0.44413, 1.85122], [1.01418, 0.31941, 1.16931], [1.08706, 0.57769, -0.16781], [2.37262, 0.54475, -0.67883], [0.10191, 0.79533, -0.85680], [-0.23972, -0.08196, 2.79104], [-0.49896, 1.48510, 2.11113], [-1.03189, 0.09852, 1.18523], [1.87278, 0.24015, 1.68335], [3.11417, 0.97056, -0.14775], [2.45231, 0.66141, -1.67597], [-2.67248, -0.04965, -1.12082], [-3.07399, 0.30276, -1.91974], [-1.87156, 0.48870, -0.99128], [-0.88125, -2.27334, 0.05041], [-1.24126, -1.55781, -0.49441], [-0.09293, -2.51488, -0.44844]], "forces_ev_per_angstrom": [[0.0, 0.9, 0.1], [-0.1, 0.3, -0.4], [0.2, 0.1, 0.6], [0.1, -0.1, -0.2], [-0.1, -0.2, -0.3], [0.0, -0.6, 0.1], [0.2, 0.0, -0.2], [-0.2, -0.4, 0.2], [-0.1, -0.1, 0.1], [0.0, -0.1, 0.0], [-0.2, 0.2, 0.1], [0.3, 0.2, 0.1], [0.0, -0.1, 0.0], [0.0, -0.1, -0.1], [0.2, 0.2, -0.4], [-0.4, -0.1, 0.1], [0.0, -0.2, 0.2]], "lowdin_charge": [-0.07, 0.01, -0.61, 0.14, 0.02, 0.08, 0.09, 0.06, 0.13, 0.09, 0.10, -0.07, 0.04, 0.00, -0.06, -0.01, 0.04]}

=====

(3)
{"formula": "C4H7NO", "method": "ωB97M-V with the def2-TZVPD basis set", "e_homo_ev": -9.0, "lumo_ev": -0.48, "species": ["C", "C", "C", "C", "H", "H", "H", "H", "H", "H", "H", "N", "O"], "xyz": [[1.07594, -1.59594, -1.84243], [0.88341, -0.19105, -1.72870], [0.31234, 0.38525, -0.71155], [-0.35096, 0.06066, 0.55581], [1.24654, -1.99058, -2.88149], [1.94286, -1.94944, -1.05399], [0.30779, -2.46943, -1.44984], [0.93023, 0.44755, -2.62495], [0.04937, 1.34036, -1.02380], [-0.23116, -0.95352, 1.22699], [-0.32854, -0.08217, 2.95117], [-0.74018, 1.01811, 1.19258], [-1.28253, 0.82212, 2.35864]], "forces_ev_per_angstrom": [[1.7, -6.5, 1.5], [-1.2, -0.1, -1.1], [-1.5, 0.6, 0.6], [3.8, -4.9, -0.7], [0.5, 0.6, 1.1], [-1.4, 0.8, -2.4], [0.8, 2.9, -0.7], [0.6, -0.5, 0.4], [-0.4, 2.1, 0.4], [-0.3, 1.8, -1.8], [-3.7, 2.6, -1.7], [-2.5, 3.3, 0.6], [3.5, -2.8, 3.8]], "lowdin_charge": [-0.16, -0.23, -0.12, -0.18, 0.07, 0.13, 0.12, 0.12, 0.08, 0.15, 0.28, -0.14, -0.12]}

=====

(4)
{"formula": "CH6N2O", "method": "ωB97M-V with the def2-TZVPD basis set", "e_homo_ev": [-4.0, -8.5], "lumo_ev": [1.17, -1.96], "spin_multiplicity": 3, "species": ["C", "N", "N", "O", "H", "H", "H", "H", "H", "H"], "xyz": [[-1.32651, 0.22662, -0.17371], [2.06448, -0.10412, -0.12531], [-0.26222, -0.49967, 0.48413], [0.97214, 0.39371, 0.64774], [-1.66296, 1.10679, 0.27804], [-1.22342, 0.50556, -1.14467], [-2.14243, -0.32345, 0.00509], [2.06616, 0.52016, -0.91137], [1.81957, -1.01953, -0.49169], [-0.30482, -0.80608, 1.43173]], "forces_ev_per_angstrom": [[1.7, 0.1, 3.2], [0.2, 0.8, -0.2], [-5.1, -5.0, -1.3], [6.7, 4.0, -0.4], [0.1, 2.1, 1.3], [0.9, -0.1, -3.1], [-3.4, -2.6, -0.3], [1.2, 0.9, -0.2], [-0.8, -0.4, 0.5], [-1.5, 0.1, 0.5]], "lowdin_charge": [-0.15, 0.08, -0.14, -0.13, 0.06, 0.05, 0.03, 0.08, 0.07, 0.06]}

=====

(5)
{"formula": "C20H34AlClN4O6", "method": "ωB97M-V with the def2-TZVPD basis set", "e_homo_ev": -5.6, "lumo_ev": 0.36, "species": ["O", "C", "C", "C", "H", "C", "H", "C", "H", "C", "H", "C", "H", "H", "C", "C", "H", "H", "H", "C", "C", "H", "H", "H", "H", "Al", "Cl", "C", "O", "N", "C", "C", "H", "H", "H", "H", "H", "H", "H", "H", "H", "C", "C", "N", "H", "C", "O", "H", "H", "H", "H", "H", "H", "C", "C", "N", "H", "C", "O", "H", "H", "H", "H", "O", "N", "O"], "xyz": [[1.52098, -0.49489, -3.17936], [0.41865, 0.07744, -3.20738], [0.10231, 1.47813, -3.10991], [0.43303, 2.53455, -2.23535], [0.58295, 2.36629, -1.17409], [0.64053, 3.81219, -2.78551], [1.00596, 4.63849, -2.15781], [0.43679, 4.02566, -4.16219], [0.66025, 4.99773, -4.62501], [-0.07169, 2.99727, -4.97699], [-0.24884, 3.13488, -6.04606], [-0.30126, 1.75558, -4.41857], [-0.62365, 0.92213, -5.02878], [-0.56672, -0.48622, -3.25629], [-2.17177, -1.59666, -1.48271], [-1.95318, -0.34118, -0.77122], [-3.01492, -1.47138, -2.16113], [-2.52215, -2.24152, -0.69981], [-1.41534, -2.17176, -1.99801], [-2.47580, 0.82294, -1.10746], [-3.94479, 0.93127, -1.29083], [-1.96566, 1.78282, -1.13609], [-4.23441, 1.33151, -2.26941], [-4.31884, 1.60935, -0.51656], [-4.43927, -0.03222, -1.13825], [-1.25362, -0.41417, 0.97970], [-3.35765, -0.83810, 1.56106], [-0.96900, 0.33578, 3.58602], [-0.56550, -0.50300, 2.70511], [-0.87844, 0.08064, 4.88249], [-0.33151, -1.21175, 5.29754], [-1.74744, 0.83393, 5.78090], [-1.42975, 1.27303, 3.27353], [0.30768, -1.59631, 4.50424], [-1.13398, -1.92898, 5.49217], [0.24922, -1.05369, 6.20344], [-1.95688, 1.78474, 5.28007], [-1.22910, 1.01045, 6.73139], [-2.69701, 0.30009, 5.94789], [4.87185, 1.87190, -1.04718], [4.64908, 2.20711, 1.28778], [3.78732, 1.71734, -1.14150], [3.61580, 1.84794, 1.36031], [3.23678, 1.21546, 0.10813], [3.58585, 0.99388, -1.93675], [2.49842, 0.07315, 0.18396], [1.64029, -0.15601, 1.01642], [3.53009, 1.07989, 2.13495], [2.78210, -0.68232, -0.58615], [3.33371, 2.67509, -1.43799], [2.94145, 2.67399, 1.61770], [-0.07063, -5.39083, 1.35346], [1.94608, -5.46859, -0.19405], [-0.56000, -4.80180, 0.57184], [1.40305, -4.80269, -0.87558], [0.45425, -4.00212, -0.12631], [-1.34322, -4.18019, 0.99729], [0.46055, -2.67517, -0.12206], [-0.46785, -2.02345, 0.45495], [2.10847, -4.18466, -1.42743], [1.29370, -2.15068, -0.61144], [-0.97294, -5.51207, -0.15065], [0.84716, -5.44273, -1.57118], [0.35622, 3.21703, 0.85597], [0.18720, 2.09032, 1.31697], [-0.65491, 1.35514, 0.67774]], "forces_ev_per_angstrom": [[-2.0, 1.4, 0.1], [0.2, -3.1, 2.2], [0.5, 1.9, -0.7], [0.7, -0.1, -0.7], [0.1, -0.1, -0.3], [-0.4, -0.3, -0.3], [-0.4, -0.5, -0.2], [-0.1, -0.1, -0.3], [-0.1, -0.5, 0.4], [0.0, 0.8, 0.3], [0.0, 0.2, 0.4], [0.4, 0.4, -0.1], [-0.1, 0.0, -0.2], [1.1, -0.1, -0.6], [-3.4, -0.6, 0.5], [3.6, 0.6, -1.8], [-0.2, -0.3, -0.5], [-0.5, -1.3, 0.2], [0.9, 0.6, -0.1], [-1.6, 0.9, -1.0], [-0.7, 0.0, -1.4], [0.0, -0.1, 1.2], [-0.3, 0.2, 0.0], [0.0, 0.0, -0.1], [0.0, 0.1, -0.1], [1.2, 0.7, -0.7], [-0.1, -0.2, 1.1], [0.5, -1.6, -1.2], [-0.5, 1.2, 1.6], [-0.3, -0.3, -0.8], [0.0, 0.2, 0.1], [0.2, 0.1, 0.0], [0.0, 0.0, 0.1], [-0.1, 0.1, 0.1], [0.0, 0.1, 0.0], [0.0, -0.1, 0.1], [-0.1, -0.1, 0.4], [-0.2, 0.0, -0.2], [0.4, 0.1, 0.0], [-0.2, -0.1, 0.0], [-0.2, -0.1, 0.0], [0.2, -0.3, 0.1], [-0.6, 0.3, 0.1], [0.2, -0.3, 0.1], [0.0, 0.1, 0.1], [0.0, 0.2, -0.7], [1.0, -0.5, 0.1], [0.1, 0.3, 0.0], [-0.4, 0.5, -0.2], [0.0, -0.3, 0.2], [0.2, 0.0, 0.0], [0.0, 0.1, 0.0], [0.0, 0.2, -0.1], [0.2, 0.0, -0.2], [0.1, -0.2, 0.0], [-0.1, 0.0, 0.0], [0.1, 0.1, -0.1], [-1.8, 1.1, 1.4], [2.5, -2.2, 0.2], [-0.1, 0.1, 0.0], [-0.3, -0.3, 0.0], [-0.2, 0.2, 0.1], [0.2, 0.2, 0.0], [-0.3, -1.3, 0.1], [0.2, 1.1, 0.9], [0.1, 0.7, 0.4]], "lowdin_charge": [0.01, -0.24, -0.19, -0.01, 0.07, -0.06, 0.11, -0.08, 0.10, -0.07, 0.10, -0.05, 0.12, 0.13, -0.14, -0.38, 0.08, 0.04, 0.07, -0.22, -0.12, 0.09, 0.07, 0.08, 0.06, -0.35, 0.36, -0.20, -0.01, -0.15, 0.00, -0.02, 0.15, 0.10, 0.10, 0.09, 0.10, 0.10, 0.11, 0.08, 0.09, -0.05, -0.05, -0.18, 0.08, -0.31, 0.01, 0.09, 0.13, 0.09, 0.08, 0.10, 0.10, 0.00, -0.04, -0.15, 0.10, -0.15, -0.02, 0.10, 0.14, 0.10, 0.10, -0.06, -0.15, -0.14]}

=====

(6)
{"formula": "C2H8N3O2", "method": "ωB97M-V with the def2-TZVPD basis set", "e_homo_ev": [-2.0, -3.1], "total_charge": -1, "lumo_ev": [4.21, 4.18], "species": ["C", "C", "N", "N", "N", "O", "O", "H", "H", "H", "H", "H", "H", "H", "H"], "xyz": [[0.86561, 1.14552, 0.00065], [-0.01890, 0.82224, 1.23822], [0.58343, 0.29202, -1.13024], [-0.65669, 0.10412, -1.47554], [-0.69837, -2.21555, -0.62273], [0.58175, -1.99092, -0.16581], [-1.37517, 0.73946, 1.05019], [0.71785, 2.20359, -0.32295], [1.99801, 0.80103, 0.17356], [0.22153, 1.62819, 2.05370], [0.54248, -0.04513, 1.84090], [0.80258, -1.16579, -0.68829], [-0.68239, -0.49480, -2.30410], [-1.41792, -1.96632, 0.15891], [-1.46381, 0.14235, 0.19353]], "forces_ev_per_angstrom": [[0.6, -1.1, 0.2], [3.6, 0.6, 3.4], [-0.1, -0.9, -1.9], [-0.1, 0.3, 0.7], [-2.0, 0.2, 0.4], [-0.5, -0.6, 0.6], [-0.3, -1.6, -1.8], [0.4, -0.5, 0.4], [-2.3, 1.6, 0.3], [-0.7, -0.6, -1.4], [-1.7, 0.8, -1.6], [1.0, 0.8, -0.1], [0.2, 0.1, 0.3], [1.7, -0.4, -0.9], [0.1, 1.5, 1.5]], "lowdin_charge": [-0.25, -0.38, -0.24, -0.05, -0.17, -0.29, -0.14, 0.09, 0.14, 0.11, 0.12, -0.03, 0.03, 0.00, 0.07]}

=====

For the records above, the corresponding ΔE to the lowest compared entry with this formula, charge and spin values read 119.5; 8.1; 693.3; 414.7; 379.5; 710.5 kJ/mol.
For the records above, the corresponding E values read -33102.356; -11359.949; -7792.459; -6152.425; -58654.105; -10764.172 eV.